# 1
A cluster of 8 separate species, C21H60F3N5O11S in total. Source: the Open Molecules 2025 dataset; level of theory: ωB97M-V/def2-TZVPD.

Calculated values
Calculated total energy (Eh): -2635.2229
HOMO (eV): -9.292
HOMO-LUMO gap (eV): 8.82
E_LUMO (Ha): -0.01736
Energy above the lowest of the compared OMol25 structures with the same formula, charge and spin (eV): 0.000

Cartesian coordinates (Å):
N -0.386 -3.922 1.829
H 0.538 -3.736 2.242
H -0.309 -4.838 1.389
H -0.548 -3.182 1.093
H -1.074 -3.909 2.580
C -0.938 0.111 -1.127
F -0.978 1.428 -1.022
F -2.186 -0.370 -1.168
F -0.341 -0.205 -2.275
S -0.061 -0.641 0.293
O -0.859 -0.250 1.434
O -0.075 -2.081 0.097
O 1.260 -0.074 0.224
C 3.025 1.508 3.355
C 3.141 2.209 2.036
O 3.471 1.289 1.014
O 2.907 2.451 4.433
H 3.913 0.869 3.458
H 2.190 0.797 3.379
H 3.901 2.987 2.144
H 2.202 2.719 1.789
H 2.643 0.962 0.637
H 2.142 2.165 4.939
C -2.527 -1.449 3.889
C -3.693 -1.262 4.821
O -4.561 -2.394 4.873
O -2.891 -1.722 2.551
H -1.776 -2.172 4.246
H -1.970 -0.503 4.001
H -4.209 -0.323 4.619
H -3.200 -1.196 5.809
H -5.414 -2.087 5.190
H -2.429 -1.102 1.964
C 3.616 -1.120 -3.500
C 2.869 -2.348 -4.005
C 1.500 -1.967 -4.508
O 0.766 -3.169 -4.701
C -0.520 -2.912 -5.247
N 3.706 -2.909 -5.127
H 4.559 -1.395 -3.030
H 3.023 -0.586 -2.746
H 3.825 -0.369 -4.267
H 2.863 -3.084 -3.205
H 1.531 -1.442 -5.474
H 0.994 -1.295 -3.806
H -1.101 -3.826 -5.109
H -0.460 -2.639 -6.300
H -1.034 -2.172 -4.622
H 3.067 -3.424 -5.729
H 3.981 -2.097 -5.674
C -3.721 0.572 -4.179
C -3.506 1.872 -3.439
C -3.289 3.040 -4.372
O -3.037 4.260 -3.680
C -1.761 4.350 -3.091
N -4.643 2.171 -2.535
H -2.781 0.113 -4.492
H -4.309 0.701 -5.096
H -4.316 -0.129 -3.593
H -2.639 1.801 -2.774
H -4.219 3.236 -4.914
H -2.504 2.872 -5.119
H -0.963 4.336 -3.849
H -1.584 3.566 -2.352
H -1.669 5.326 -2.616
H -4.453 1.731 -1.634
H -4.539 3.144 -2.233
C 4.391 -3.458 -0.272
C 4.577 -2.764 1.067
C 5.551 -1.608 0.912
O 5.649 -0.976 2.184
C 6.434 0.204 2.104
N 3.254 -2.301 1.614
H 4.121 -2.720 -1.035
H 3.673 -4.270 -0.236
H 5.381 -3.789 -0.602
H 4.959 -3.517 1.760
H 5.198 -0.877 0.177
H 6.559 -1.988 0.701
H 5.919 0.900 1.439
H 7.441 -0.108 1.810
H 6.501 0.655 3.093
H 2.773 -1.918 0.797
H 3.550 -1.451 2.104
C -2.654 4.283 3.228
C -2.626 2.784 3.457
C -3.389 2.031 2.364
O -4.785 2.115 2.582
C -5.497 1.276 1.728
N -1.191 2.404 3.352
H -1.895 4.774 3.836
H -3.638 4.712 3.412
H -2.345 4.476 2.197
H -2.916 2.396 4.433
H -3.068 0.982 2.370
H -3.135 2.474 1.387
H -5.245 0.213 1.898
H -5.266 1.450 0.666
H -6.572 1.355 1.866
H -0.828 2.569 2.416
H -1.039 1.407 3.475

# 2
A structure of composition C17H13KN8O4S. Source: the Open Molecules 2025 dataset; level of theory: ωB97M-V/def2-TZVPD.

Calculated values
Calculated total energy (Eh): -2392.7385
HOMO (eV): -7.762
HOMO-LUMO gap (eV): 7.36
E_LUMO (Ha): -0.01495
Energy above the lowest of the compared OMol25 structures with the same formula, charge and spin (eV): 0.000

Cartesian coordinates (Å):
K -0.223 -0.129 -0.202
O -2.171 1.237 0.352
C -3.364 1.026 0.157
C -4.044 -0.236 0.064
C -5.439 -0.176 -0.008
C -6.196 -1.316 -0.043
C -5.575 -2.584 -0.010
C -4.221 -2.678 0.044
C -3.361 -1.518 0.062
O -2.111 -1.639 0.059
N -7.633 -1.217 -0.107
O -8.279 -2.252 -0.116
O -8.141 -0.106 -0.103
H -4.043 1.896 0.048
H -5.938 0.785 -0.026
H -6.197 -3.468 -0.033
H -3.734 -3.645 0.063
N 4.741 -0.060 0.031
C 3.597 0.641 0.062
N 2.579 -0.184 0.037
C 3.171 -1.416 -0.011
N 4.488 -1.377 -0.016
C 2.414 -2.674 -0.040
C 3.053 -3.912 -0.064
N 2.369 -5.049 -0.078
C 1.043 -4.953 -0.066
C 0.399 -3.724 -0.045
N 1.085 -2.587 -0.033
H 5.689 0.274 0.039
H 3.546 1.717 0.108
H 4.134 -3.973 -0.071
H 0.478 -5.877 -0.075
H -0.681 -3.629 -0.034
S 1.107 3.176 0.083
C -0.412 3.754 0.430
N -0.840 3.767 1.741
C -2.070 4.161 2.118
C -2.930 4.636 1.186
C -2.441 4.678 -0.138
N -1.254 4.273 -0.504
H -0.187 3.391 2.413
H -2.299 4.080 3.171
H -3.924 4.966 1.440
H -3.074 5.073 -0.927

# 3
A structure of composition C48H43AsBNiO8S. Source: the Open Molecules 2025 dataset; level of theory: ωB97M-V/def2-TZVPD.

Calculated values
Charge: -1
Multiplicity: 3
Calculated total energy (Eh): -6624.2041
HOMO (spin up / spin down) (eV): -4.553 / -4.829
HOMO-LUMO gap (spin up / spin down) (eV): 6.45 / 6.73
E_LUMO (spin up / spin down) (Ha): 0.06984 / 0.06983
Energy above the lowest of the compared OMol25 structures with the same formula, charge and spin (eV): 0.000

Cartesian coordinates (Å):
Ni 0.143 -1.291 3.163
O -1.697 -1.692 6.790
C -1.410 -1.783 5.598
O -0.729 -0.934 4.918
C -2.035 -2.962 4.815
C -2.655 -2.438 3.513
C -3.676 -3.454 2.985
C -2.740 -4.559 2.425
C -1.354 -3.986 2.759
O -1.573 -2.572 2.564
C -1.085 -4.084 4.267
C 0.420 -3.895 4.544
O 0.965 -4.707 5.289
O 0.997 -2.944 3.908
H -2.789 -3.382 5.475
H -2.994 -1.408 3.550
H -4.288 -3.006 2.201
H -4.329 -3.803 3.783
H -2.850 -4.659 1.343
H -2.895 -5.533 2.886
H -0.539 -4.330 2.128
H -1.341 -5.059 4.672
C -6.671 -1.933 -2.558
C -6.173 -2.867 -1.658
C -5.086 -2.546 -0.859
C -4.472 -1.296 -0.942
C -5.004 -0.357 -1.822
C -6.093 -0.673 -2.625
As -2.868 -1.006 0.201
C -1.738 -1.898 -1.126
C -1.614 -3.263 -1.333
C -0.821 -3.741 -2.368
C -0.147 -2.850 -3.195
C -0.266 -1.482 -2.993
C -1.065 -0.998 -1.961
C -1.381 0.423 -1.710
C -0.875 1.508 -2.423
C -1.350 2.786 -2.168
C -2.320 2.991 -1.194
C -2.793 1.920 -0.447
C -2.330 0.636 -0.703
H -7.502 -2.190 -3.205
H -6.634 -3.844 -1.578
H -4.701 -3.282 -0.158
H -4.562 0.630 -1.893
H -6.491 0.067 -3.309
H -2.149 -3.959 -0.697
H -0.715 -4.808 -2.521
H 0.479 -3.225 -3.995
H 0.262 -0.798 -3.647
H -0.120 1.349 -3.184
H -0.967 3.626 -2.737
H -2.691 3.991 -1.003
H -3.538 2.081 0.325
O -0.752 0.323 2.015
S 2.088 0.028 3.095
C 2.473 0.787 -0.712
C 2.351 -0.065 -1.791
C 3.450 -0.817 -2.188
C 4.653 -0.710 -1.508
C 4.758 0.150 -0.420
C 3.667 0.902 -0.019
C 2.386 -1.312 1.982
C 1.658 -1.465 0.792
C 1.917 -2.530 -0.069
C 2.901 -3.454 0.232
C 3.636 -3.305 1.408
C 3.392 -2.250 2.264
H 1.399 -0.144 -2.303
H 3.358 -1.490 -3.032
H 5.502 -1.308 -1.815
H 5.685 0.224 0.133
H 3.717 1.555 0.843
H 0.909 -0.733 0.519
H 1.340 -2.627 -0.981
H 3.088 -4.290 -0.432
H 4.402 -4.030 1.662
H 3.942 -2.143 3.188
C 4.610 5.485 -1.634
C 3.138 5.842 -1.884
C 2.969 7.351 -1.703
C 2.767 5.486 -3.334
C 2.250 5.045 -0.932
C 1.397 5.633 -0.004
C 0.608 4.854 0.831
C 0.647 3.481 0.747
O -0.140 2.744 1.598
B -0.357 1.461 1.786
O 1.347 1.513 -0.326
C 1.458 2.869 -0.199
C 2.260 3.653 -1.011
H 5.249 6.052 -2.317
H 4.801 4.423 -1.795
H 4.896 5.733 -0.610
H 3.608 7.875 -2.417
H 3.263 7.665 -0.698
H 1.938 7.664 -1.886
H 3.337 6.105 -4.032
H 1.703 5.659 -3.509
H 2.984 4.440 -3.556
H 1.334 6.709 0.084
H -0.041 5.317 1.564
H 2.906 3.143 -1.714

# 4
A structure of composition C30H30O2. Source: the Open Molecules 2025 dataset; level of theory: ωB97M-V/def2-TZVPD.

Calculated values
Calculated total energy (Eh): -1311.5363
HOMO (eV): -7.645
HOMO-LUMO gap (eV): 7.48
E_LUMO (Ha): -0.00614

Cartesian coordinates (Å):
C -5.637 -2.284 -0.024
C -4.918 -2.908 -1.227
C -5.307 -4.386 -1.205
C -5.620 -2.312 -2.449
C -3.413 -2.658 -1.227
C -2.430 -3.636 -1.195
C -1.098 -3.340 -1.081
C -0.635 -2.034 -0.938
O 0.602 -1.856 -0.538
C -1.605 -1.033 -1.192
C -2.946 -1.351 -1.254
H -5.527 -1.199 0.020
H -6.700 -2.527 -0.151
H -5.295 -2.709 0.923
H -4.956 -4.940 -2.085
H -4.986 -4.906 -0.293
H -6.406 -4.374 -1.221
H -5.264 -2.744 -3.387
H -6.679 -2.569 -2.326
H -5.525 -1.227 -2.506
H -2.703 -4.673 -1.196
H -0.338 -4.118 -0.956
H -1.267 0.021 -1.289
H -3.629 -0.506 -1.327
C 7.265 -0.628 -2.700
C 5.907 -0.621 -2.132
C 5.014 -1.638 -2.454
C 3.708 -1.616 -1.948
C 3.228 -0.556 -1.145
C 1.693 -0.381 -0.775
C 1.425 0.274 0.556
C 2.405 0.645 1.506
C 2.118 1.494 2.565
C 0.766 1.726 2.869
O 0.386 2.617 3.896
C 0.319 4.006 3.626
C -0.947 4.609 3.550
C -1.004 5.967 3.245
C 0.168 6.707 3.063
C 1.409 6.086 3.186
C 1.503 4.728 3.450
C -0.267 1.143 2.120
C 0.083 0.465 0.968
C 4.169 0.467 -0.867
C 5.489 0.430 -1.334
H 7.896 0.002 -2.058
H 7.662 -1.654 -2.749
H 7.263 -0.192 -3.715
H 5.333 -2.444 -3.132
H 3.024 -2.425 -2.214
H 0.931 -0.202 -1.594
H 3.422 0.271 1.440
H 2.916 1.996 3.136
H -1.829 3.979 3.709
H -1.993 6.419 3.162
H 0.073 7.776 2.833
H 2.304 6.677 3.071
H 2.460 4.233 3.542
H -1.315 1.319 2.413
H -0.757 -0.018 0.469
H 3.868 1.364 -0.333
H 6.188 1.245 -1.106